Record 1
Here is a structure of composition C27H14CrF5NO6S2 from OMol25. Energies are from ωB97M-V with the def2-TZVPD basis set.

XYZ file:
```
56
Properties=species:S:1:pos:R:3:forces:R:3
Cr 0.039 0.618 0.855 0.1 0.1 0.0
C 3.015 -2.651 0.252 -0.1 0.0 -0.1
C 2.638 -2.944 -1.002 0.0 0.0 0.0
C 1.363 -2.587 -1.713 0.1 -0.1 0.0
C 0.477 -1.700 -0.959 -0.2 0.0 0.0
C 1.519 -0.809 1.044 -0.1 0.0 -0.1
C 2.390 -1.801 1.263 0.1 0.0 0.0
C -0.888 -1.714 -0.855 0.1 0.0 0.0
C -1.694 -2.703 -1.554 0.0 0.0 0.0
C -3.026 -2.733 -1.397 0.0 0.0 0.0
C -3.679 -1.777 -0.545 0.0 0.0 0.0
C -5.061 -1.770 -0.336 0.0 0.0 0.0
C -5.660 -0.825 0.470 0.0 0.0 0.0
C -4.851 0.148 1.076 0.0 0.0 0.0
C -3.491 0.164 0.884 0.0 0.0 0.0
C -2.851 -0.804 0.073 0.0 0.0 0.0
N -1.506 -0.765 -0.079 0.0 0.0 0.0
H 3.951 -3.109 0.567 0.0 0.0 0.0
H 3.304 -3.570 -1.590 0.0 0.0 0.0
H 0.834 -3.512 -1.954 0.0 0.0 0.0
H 2.721 -1.942 2.287 0.0 0.0 0.0
H -1.203 -3.402 -2.217 0.0 0.0 0.0
H -3.631 -3.467 -1.921 0.0 0.0 0.0
H -5.661 -2.530 -0.830 0.0 0.0 0.0
H -6.732 -0.827 0.625 0.0 0.0 0.0
H -5.303 0.907 1.705 0.0 0.0 0.0
H -2.877 0.925 1.349 0.0 0.0 0.0
O -0.330 1.671 -2.855 0.0 0.0 0.0
S 0.554 2.398 -1.972 0.0 0.0 -0.1
O 0.793 3.784 -2.318 0.0 0.0 0.0
O 0.221 2.252 -0.538 0.0 0.0 0.0
C 2.174 1.625 -2.132 0.0 0.0 0.0
C 3.227 2.327 -1.546 0.0 0.0 0.0
C 4.521 1.850 -1.612 0.0 0.0 0.0
C 4.786 0.661 -2.284 0.0 0.0 0.0
C 3.748 -0.043 -2.862 0.0 0.0 0.0
C 2.440 0.425 -2.778 0.0 0.0 0.0
S 1.186 -0.645 -3.580 0.0 -0.1 0.0
O 1.606 -0.642 -4.994 0.0 0.0 0.0
O 1.786 -2.087 -3.061 0.0 0.1 0.0
O 1.148 -0.626 -0.344 0.1 0.0 0.0
H 3.000 3.257 -1.042 0.0 0.0 0.0
H 5.324 2.403 -1.139 0.0 0.0 0.0
H 5.798 0.279 -2.344 0.0 0.0 0.0
H 3.929 -0.982 -3.369 0.0 0.0 0.0
F 0.733 0.172 4.078 0.0 0.0 0.0
C -0.061 1.258 3.932 0.0 0.0 -0.1
C -0.522 1.636 2.682 0.0 0.0 0.0
C -1.331 2.758 2.705 0.0 0.0 0.0
F -1.871 3.223 1.555 0.0 0.0 0.0
C -1.664 3.467 3.848 0.0 0.0 0.0
F -2.460 4.556 3.803 0.0 0.0 0.0
C -1.167 3.046 5.064 0.0 0.0 0.0
F -1.473 3.715 6.195 0.0 0.0 0.0
C -0.358 1.927 5.108 0.0 0.0 0.0
F 0.125 1.513 6.301 0.0 0.0 0.0
```
Positions in Å, forces in eV/Å.

Properties
Spin multiplicity ... 5
LUMO (alpha / beta) ... 4.67 / 4.67 eV
HOMO (alpha / beta) ... -1.2 / -1.3 eV
Net charge ... -2
⟨S²⟩ ... 6.0274
Orbital gap (alpha / beta) ... 5.84 / 5.98 eV
Relative energy (zero: lowest compared OMol25 entry of this formula, charge and spin) ... 1.5 kJ/mol



Record 2
Here is a structure of composition C27H15Cl2F6IrN5O8S2 from OMol25. Energies are from ωB97M-V with the def2-TZVPD basis set.

XYZ file:
```
66
Properties=species:S:1:pos:R:3:forces:R:3
Ir -0.429 0.715 0.384 0.1 0.5 -0.5
Cl -6.744 0.589 2.730 0.0 0.0 0.0
C -5.319 1.028 1.874 0.0 0.0 0.0
C -4.127 0.458 2.247 0.0 0.0 0.0
C -2.960 0.800 1.552 0.1 -0.2 0.2
N -1.679 0.401 1.865 0.0 0.1 0.1
C -1.368 -0.623 2.727 -0.1 0.0 0.0
O -2.107 -1.112 3.553 0.0 0.0 0.0
C 0.056 -1.086 2.568 0.0 0.0 0.1
C 0.551 -2.034 3.438 0.0 0.0 0.0
C 1.881 -2.407 3.330 0.0 0.0 0.0
C 2.665 -1.792 2.371 0.0 0.0 0.0
C 2.095 -0.861 1.520 -0.2 -0.1 -0.2
N 0.804 -0.526 1.598 -0.1 -0.2 -0.2
C -3.044 1.705 0.455 0.1 0.2 -0.1
C -4.261 2.315 0.123 0.1 0.0 0.0
C -5.390 1.969 0.817 0.0 0.0 0.0
Cl -6.895 2.674 0.375 0.0 0.0 0.0
N -1.836 1.967 -0.136 -0.3 -0.1 -0.2
C -1.443 3.265 -0.480 -0.2 0.1 0.0
O -2.134 4.112 -0.979 0.1 0.0 0.0
C -0.053 3.526 0.029 0.1 0.0 0.0
C 0.577 4.733 -0.171 0.0 0.0 0.0
C 1.826 4.926 0.402 0.0 0.0 0.0
C 2.384 3.915 1.163 0.0 -0.1 0.0
C 1.695 2.722 1.310 -0.1 0.1 0.0
N 0.501 2.534 0.754 0.0 0.0 -0.1
H -4.085 -0.232 3.073 0.0 0.0 0.0
H -0.117 -2.447 4.181 0.0 0.0 0.0
H 2.298 -3.156 3.990 0.0 0.0 0.0
H 3.711 -2.035 2.250 0.0 0.0 0.0
H 2.678 -0.402 0.739 -0.1 0.0 -0.2
H -4.305 3.016 -0.696 0.0 0.0 0.0
H 0.084 5.489 -0.764 0.0 0.0 0.0
H 2.357 5.857 0.255 0.0 0.0 0.0
H 3.355 4.024 1.621 0.0 0.0 0.0
H 2.099 1.896 1.876 0.0 0.0 0.0
O -1.252 -0.951 -2.361 0.1 0.0 0.0
C -1.289 -1.557 -1.313 -0.6 0.2 -0.2
O -1.355 -0.993 -0.121 0.4 -0.3 0.1
C -1.374 -3.054 -1.262 0.1 0.0 0.1
C -1.216 -3.765 -2.446 0.0 0.0 0.0
C -1.259 -5.150 -2.435 0.0 0.0 0.0
C -1.472 -5.830 -1.243 0.0 0.0 0.0
C -1.639 -5.122 -0.060 0.0 0.0 0.0
C -1.586 -3.737 -0.068 0.0 0.0 0.0
H -1.054 -3.215 -3.363 0.0 0.0 0.0
H -1.127 -5.701 -3.357 0.0 0.0 0.0
H -1.509 -6.912 -1.236 0.0 0.0 0.0
H -1.812 -5.651 0.869 0.0 0.0 0.0
H -1.717 -3.176 0.848 0.0 0.0 0.0
F 0.272 0.948 -4.411 -0.1 0.0 0.0
C 1.269 0.193 -3.985 0.1 0.1 0.1
F 1.028 -1.078 -4.241 -0.1 0.0 0.0
F 2.386 0.550 -4.616 0.0 0.0 -0.1
S 1.541 0.425 -2.140 0.1 -0.8 0.2
O 1.504 -0.908 -1.602 0.3 0.4 0.1
O 0.460 1.318 -1.668 0.2 -0.5 0.7
N 2.869 1.220 -1.999 -0.1 0.2 0.0
S 4.320 0.630 -2.303 0.0 -0.3 0.0
O 4.385 -0.801 -2.272 0.0 0.1 0.0
O 4.980 1.358 -3.335 0.0 0.1 0.0
C 5.167 1.166 -0.758 0.0 0.0 0.0
F 4.612 0.577 0.321 0.0 0.1 0.0
F 5.101 2.486 -0.583 0.0 0.0 0.0
F 6.444 0.807 -0.804 0.0 0.0 0.0
```
Positions in Å, forces in eV/Å.

Properties
Spin multiplicity ... 2
LUMO (alpha / beta) ... -1.22 / -3.33 eV
HOMO (alpha / beta) ... -8.7 / -9.1 eV
Net charge ... 0
⟨S²⟩ ... 0.7654
Orbital gap (alpha / beta) ... 7.48 / 5.76 eV
Relative energy (zero: lowest compared OMol25 entry of this formula, charge and spin) ... 66.3 kJ/mol



Record 3
Here is a structure of composition C27H15FN7O7ReS3 from OMol25. Energies are from ωB97M-V with the def2-TZVPD basis set.

XYZ file:
```
61
Properties=species:S:1:pos:R:3:forces:R:3
Re -0.058 -0.017 0.227 1.3 0.1 -0.8
S 2.372 -0.194 0.445 0.5 0.0 0.3
C 2.980 1.290 1.100 0.0 -0.1 0.0
C 4.193 1.401 1.775 0.0 -0.1 -0.1
C 4.587 2.622 2.305 0.2 0.0 0.1
C 5.840 2.710 3.014 -0.2 0.0 0.0
N 6.839 2.769 3.581 0.0 0.0 0.0
C 3.770 3.753 2.162 0.0 0.2 0.0
C 2.573 3.647 1.463 0.0 0.0 0.0
C 2.191 2.428 0.925 -0.1 0.0 -0.2
S 0.747 2.238 -0.029 -0.3 0.4 0.1
C 4.145 5.023 2.726 0.0 -0.2 0.0
N 4.419 6.050 3.167 0.0 0.0 0.0
H 4.826 0.533 1.900 0.0 0.0 0.0
H 1.940 4.516 1.344 0.0 0.0 0.0
F 0.383 -0.151 6.435 0.0 0.0 0.0
C 0.268 -0.084 5.082 0.0 0.0 0.1
C 0.217 -1.257 4.357 0.0 0.0 -0.1
C 0.110 -1.181 2.976 0.0 0.1 0.1
C 0.039 0.047 2.292 -0.1 -0.1 0.4
C 0.088 1.199 3.087 0.0 0.0 0.1
C 0.210 1.148 4.476 0.0 0.1 -0.1
H 0.269 -2.210 4.869 0.0 0.0 0.0
H 0.099 -2.105 2.410 0.0 0.0 0.0
H 0.038 2.175 2.618 0.0 0.0 0.0
H 0.258 2.048 5.076 0.0 0.0 0.0
C -5.326 3.671 -0.302 0.0 0.0 0.0
C -4.084 2.838 -0.171 -0.1 0.0 0.0
C -3.282 2.549 -1.265 0.0 0.0 0.0
C -2.141 1.789 -1.101 0.0 0.1 0.1
N -1.765 1.312 0.090 -0.5 -0.2 0.2
C -2.537 1.575 1.154 0.0 0.0 0.0
C -3.685 2.330 1.061 0.0 0.0 0.0
H -5.608 3.804 -1.345 0.0 0.0 0.0
H -5.167 4.658 0.136 0.0 0.0 0.0
H -6.159 3.208 0.228 0.0 0.0 0.0
H -3.539 2.906 -2.254 0.0 0.0 0.0
H -1.498 1.549 -1.935 0.0 0.0 0.0
H -2.197 1.158 2.090 -0.1 0.0 0.0
H -4.269 2.513 1.955 0.0 0.0 0.0
O 3.021 -4.219 -5.490 0.0 0.0 0.0
N 3.242 -4.594 -4.354 -0.1 0.1 0.1
O 3.986 -5.510 -4.061 0.0 0.0 0.0
C 2.565 -3.895 -3.260 0.2 -0.2 -0.1
C 2.816 -4.279 -1.946 0.0 -0.1 -0.1
C 2.157 -3.651 -0.934 0.1 -0.1 0.2
C 1.258 -2.542 -1.122 0.1 0.1 -0.1
O 0.747 -1.970 -0.127 -0.3 -0.4 0.2
C 1.076 -2.207 -2.505 -0.2 0.2 -0.1
C 1.692 -2.880 -3.546 0.0 0.1 0.0
N 0.181 -1.139 -2.906 0.1 -0.2 0.2
O -0.179 -1.078 -4.058 0.0 0.0 -0.1
O -0.194 -0.309 -2.074 -0.2 0.2 0.0
N 2.448 -4.142 0.430 -0.1 0.1 -0.2
O 1.558 -4.115 1.246 0.0 0.0 0.0
O 3.567 -4.584 0.624 0.0 0.0 0.0
H 3.520 -5.067 -1.725 0.0 0.0 0.0
H 1.494 -2.595 -4.568 0.0 0.0 0.0
S -3.872 -2.849 -0.159 0.1 0.1 0.0
C -2.571 -1.953 0.151 0.0 0.0 0.1
N -1.626 -1.297 0.393 -0.5 0.0 -0.2
```
Positions in Å, forces in eV/Å.

Properties
Spin multiplicity ... 2
LUMO (alpha / beta) ... 0.69 / 0.60 eV
HOMO (alpha / beta) ... -5.1 / -5.2 eV
Net charge ... -1
⟨S²⟩ ... 0.7597
Orbital gap (alpha / beta) ... 5.79 / 5.77 eV
Relative energy (zero: lowest compared OMol25 entry of this formula, charge and spin) ... 88.5 kJ/mol



Here are the calculated F_max numbers, same order: 0.2 0.9 1.5 (eV Å⁻¹).